C34H80Cl10N4 | ωB97M-V with the def2-TZVPD basis set

XYZ file:
```
128
Properties=species:S:1:pos:R:3
Cl 0.42 -3.13 -0.47
C 0.87 -1.48 -0.04
C -0.42 -0.56 -0.24
Cl -0.94 -0.41 -1.91
H 1.58 -1.09 -0.78
H 1.16 -1.18 1.03
H -0.26 0.49 0.01
H -1.17 -1.22 0.25
Cl -2.46 -5.83 -0.07
C -2.31 -4.76 1.45
C -3.77 -4.50 1.94
Cl -4.35 -5.88 2.90
H -1.93 -3.77 1.21
H -1.84 -5.32 2.24
H -4.42 -4.08 1.17
H -3.96 -3.75 2.65
Cl 4.62 1.80 -4.68
C 3.82 1.65 -3.17
C 3.02 0.35 -3.05
Cl 4.21 -0.99 -3.10
H 3.17 2.57 -3.04
H 4.59 1.74 -2.45
H 2.32 0.08 -3.90
H 2.51 0.36 -2.05
Cl -0.01 -2.69 3.18
C 0.06 -3.10 4.91
C -1.31 -3.50 5.44
Cl -1.93 -4.67 4.36
H 0.69 -2.28 5.34
H 0.75 -4.14 4.99
H -1.95 -2.53 5.54
H -1.28 -3.84 6.42
Cl 0.89 1.94 -7.02
C 0.05 0.71 -6.14
C -0.93 1.35 -5.07
Cl 0.04 2.22 -3.93
H 0.87 0.04 -5.94
H -0.63 0.02 -6.93
H -1.35 0.58 -4.57
H -1.83 1.91 -5.62
C -5.16 -1.43 -0.17
C -4.70 -0.51 0.83
N -4.45 -1.13 2.17
C -3.36 -0.56 2.87
C -3.04 0.77 2.74
C -5.70 -0.94 2.89
C -5.83 -1.65 4.18
H -6.24 -1.89 0.00
H -4.51 -2.33 -0.03
H -5.27 -1.04 -1.21
H -5.21 0.54 0.70
H -3.79 -0.07 0.62
H -2.41 -1.01 2.37
H -3.11 -1.21 3.67
H -3.41 1.56 1.93
H -2.01 0.89 3.08
H -3.65 1.09 3.64
H -6.57 -1.24 2.22
H -6.06 0.22 3.40
H -6.76 -1.79 4.57
H -5.31 -0.90 4.93
H -5.38 -2.62 4.24
C 2.84 -4.09 3.76
C 3.95 -2.96 3.66
N 3.89 -2.31 2.31
C 4.15 -0.95 2.29
C 5.03 -0.47 3.17
C 4.88 -2.98 1.36
C 4.18 -3.17 0.01
H 2.62 -4.49 4.88
H 3.17 -4.90 3.09
H 1.90 -3.78 3.34
H 4.92 -3.36 3.79
H 3.75 -2.21 4.43
H 3.03 -0.73 2.61
H 4.04 -0.47 1.45
H 5.61 -0.86 3.82
H 4.72 0.51 3.34
H 5.84 -0.14 2.53
H 5.34 -3.80 1.63
H 5.59 -2.31 1.29
H 3.64 -4.02 -0.05
H 5.16 -3.38 -0.61
H 3.71 -2.22 -0.41
C -5.37 2.26 -4.01
C -4.16 1.85 -3.36
N -3.52 3.16 -2.74
C -2.73 2.97 -1.64
C -1.80 1.90 -1.44
C -2.81 3.74 -3.95
C -2.42 5.26 -3.62
H -5.34 2.72 -4.92
H -6.12 2.70 -3.31
H -6.00 1.47 -4.41
H -3.60 1.24 -4.21
H -4.39 0.90 -2.74
H -3.50 2.63 -0.81
H -2.22 4.04 -1.14
H -1.96 0.93 -1.96
H -1.88 1.72 -0.35
H -0.88 2.21 -1.55
H -3.31 3.89 -4.79
H -1.89 3.08 -4.07
H -3.22 5.92 -3.19
H -1.94 5.85 -4.46
H -1.40 5.31 -3.05
C 6.14 1.77 -0.28
C 4.70 1.95 0.19
N 3.82 2.44 -0.90
C 2.44 2.16 -0.92
C 1.79 2.30 0.29
C 4.12 3.84 -1.26
C 3.79 4.27 -2.65
H 6.78 1.42 0.55
H 6.63 2.59 -0.38
H 6.17 1.09 -1.05
H 4.69 2.67 1.12
H 4.40 1.11 0.54
H 2.22 0.93 -0.88
H 2.08 2.30 -1.94
H 2.20 2.08 1.01
H 1.08 1.51 0.33
H 1.04 3.04 0.33
H 5.07 4.26 -1.00
H 3.61 4.35 -0.56
H 2.70 4.36 -3.02
H 4.33 3.73 -3.22
H 4.07 5.32 -2.82
```

## Properties
Relative energy (zero: lowest compared OMol25 entry of this formula, charge and spin)   9.907 eV
Multiplicity   1
Total energy   -167714.733 eV

C34H82N14O4P4 | ωB97M-V with the def2-TZVPD basis set

XYZ file:
```
138
Properties=species:S:1:pos:R:3
C 3.99 -2.45 -0.92
N 3.58 -3.65 -0.29
C 2.69 -4.51 -1.13
P 4.25 -4.32 1.14
O 3.69 -5.60 1.56
N 5.93 -4.45 0.86
C 6.57 -5.71 0.61
C 6.80 -3.29 0.78
N 4.07 -3.04 2.29
C 2.73 -2.47 2.41
C 4.68 -3.11 3.63
H 3.25 -2.00 -1.58
H 4.84 -2.75 -1.54
H 4.43 -1.80 -0.17
H 3.30 -4.98 -1.90
H 1.86 -3.99 -1.59
H 2.25 -5.34 -0.57
H 7.32 -5.76 -0.19
H 7.04 -6.10 1.51
H 5.85 -6.49 0.37
H 6.32 -2.47 0.24
H 7.05 -3.02 1.81
H 7.73 -3.38 0.22
H 2.01 -3.29 2.40
H 2.61 -1.98 3.38
H 2.47 -1.77 1.61
H 4.61 -2.18 4.19
H 5.72 -3.37 3.48
H 4.32 -3.93 4.25
C -6.30 3.85 0.38
N -5.41 3.14 -0.54
C -6.03 1.91 -1.19
P -3.98 3.80 -1.17
O -3.31 2.98 -2.24
N -4.59 5.28 -1.74
C -5.05 5.36 -3.16
C -4.94 6.39 -0.88
N -3.07 4.08 0.23
C -3.15 3.16 1.42
C -1.72 4.69 0.16
H -6.86 4.62 -0.14
H -5.70 4.31 1.15
H -6.97 3.18 0.92
H -6.14 2.03 -2.27
H -6.96 1.67 -0.68
H -5.37 1.06 -1.06
H -6.04 4.91 -3.21
H -4.99 6.38 -3.56
H -4.40 4.67 -3.69
H -6.03 6.49 -0.91
H -4.67 6.14 0.14
H -4.47 7.36 -1.03
H -2.93 3.65 2.37
H -4.12 2.70 1.58
H -2.47 2.31 1.35
H -1.47 5.27 1.05
H -1.61 5.33 -0.71
H -0.95 3.92 0.03
C 3.99 3.01 5.30
N 3.81 3.04 3.88
C 3.61 1.70 3.29
P 3.91 4.52 3.01
O 4.01 5.73 3.96
N 5.26 4.18 2.00
C 6.54 4.87 2.24
C 5.35 3.08 1.01
N 2.53 4.49 2.01
C 1.18 4.61 2.59
C 2.58 4.90 0.59
H 3.42 3.82 5.76
H 5.04 3.11 5.54
H 3.59 2.12 5.78
H 2.93 1.09 3.88
H 4.48 1.11 3.02
H 3.08 1.82 2.34
H 6.33 5.93 2.37
H 7.04 4.48 3.12
H 7.16 4.85 1.34
H 5.26 3.54 0.03
H 6.32 2.57 0.97
H 4.60 2.32 1.23
H 0.40 4.24 1.92
H 1.13 4.03 3.51
H 0.95 5.64 2.85
H 3.52 5.41 0.41
H 1.80 5.62 0.36
H 2.57 4.03 -0.07
C -0.85 -2.95 -3.49
N -2.10 -2.81 -2.82
C -2.66 -1.46 -2.93
P -3.03 -4.20 -2.62
O -4.23 -4.01 -1.76
N -3.40 -4.74 -4.27
C -2.35 -5.01 -5.21
C -4.55 -4.07 -4.90
N -2.02 -5.41 -1.90
C -1.35 -5.23 -0.62
C -2.00 -6.74 -2.33
H -0.90 -2.97 -4.58
H -0.40 -3.92 -3.26
H -0.04 -2.27 -3.22
H -2.09 -0.81 -2.27
H -3.72 -1.29 -2.74
H -2.62 -1.11 -3.96
H -1.44 -5.34 -4.72
H -2.56 -5.75 -5.98
H -2.20 -4.11 -5.81
H -5.29 -4.02 -4.11
H -4.27 -3.07 -5.26
H -4.82 -4.66 -5.77
H -1.88 -5.79 0.15
H -0.30 -5.48 -0.70
H -1.37 -4.15 -0.43
H -1.97 -6.89 -3.41
H -2.99 -7.15 -2.11
H -1.21 -7.29 -1.80
C -5.84 -0.95 1.31
C -5.26 0.00 2.17
C -3.87 -0.04 2.32
N -3.07 -0.96 1.69
C -3.62 -1.85 0.79
C -5.04 -1.88 0.61
H -6.91 -1.01 1.23
H -5.75 0.76 2.75
H -3.37 0.65 2.97
H -2.91 -2.51 0.30
H -5.35 -2.69 -0.03
C 0.01 1.77 -1.34
C 1.36 1.71 -1.08
C 1.87 0.65 -0.33
N 1.04 -0.32 0.18
C -0.32 -0.20 0.05
C -0.88 0.84 -0.68
H -0.40 2.63 -1.84
H 2.08 2.43 -1.46
H 2.89 0.42 -0.08
H -0.85 -0.98 0.58
H -1.93 0.95 -0.95
```

## Properties
SMILES string   CN(C)P(=O)(N(C)C)N(C)C.CN(C)P(=O)(N(C)C)N(C)C.CN(C)P(=O)(N(C)C)N(C)C.CN(C)P(=O)(N(C)C)N(C)C.c1ccncc1.c1ccncc1
Multiplicity   1
Total energy   -102796.719 eV

C34H82N2O17P4 | ωB97M-V with the def2-TZVPD basis set

XYZ file:
```
139
Properties=species:S:1:pos:R:3
H 4.06 -3.29 1.22
N 4.52 -2.88 2.04
C 5.49 -2.13 1.60
C 6.38 -1.31 2.61
C 5.81 -1.94 0.06
C 5.41 -0.44 -0.34
O 4.02 -0.32 -0.04
C 3.64 1.03 0.25
C 2.40 1.05 1.23
N 1.23 0.28 0.75
C 0.83 -0.75 1.73
C -0.15 -1.85 1.16
C 0.47 -2.71 -0.03
C -1.58 -1.31 0.75
H 7.48 -1.48 2.37
H 6.13 -1.59 3.67
H 6.18 -0.21 2.52
H 5.10 -2.60 -0.53
H 6.89 -2.17 -0.15
H 6.06 0.31 0.17
H 5.61 -0.35 -1.46
H 4.47 1.58 0.79
H 3.45 1.60 -0.71
H 2.14 2.14 1.39
H 2.78 0.66 2.23
H 1.37 -0.09 -0.18
H 0.26 -0.22 2.56
H 1.74 -1.23 2.20
H -0.32 -2.59 2.00
H -0.33 -2.98 -0.78
H 1.33 -2.15 -0.50
H 0.92 -3.67 0.38
H -2.10 -0.75 1.59
H -1.60 -0.74 -0.21
H -2.23 -2.23 0.59
C -7.73 -6.01 0.25
C -6.29 -5.77 -0.18
O -6.23 -4.86 -1.27
P -6.32 -3.24 -0.95
O -4.90 -3.06 -0.43
O -6.00 -2.69 -2.49
C -5.05 -1.65 -2.70
C -3.75 -2.23 -3.22
O -7.95 -3.31 -1.42
C -8.70 -2.08 -1.35
C -8.80 -1.42 -2.71
H -8.16 -5.10 0.68
H -7.78 -6.80 1.01
H -8.35 -6.29 -0.60
H -5.68 -5.41 0.65
H -5.85 -6.71 -0.52
H -4.89 -1.07 -1.79
H -5.46 -0.97 -3.44
H -3.34 -2.99 -2.54
H -3.00 -1.45 -3.36
H -3.91 -2.73 -4.18
H -8.26 -1.41 -0.61
H -9.71 -2.35 -1.00
H -7.86 -0.92 -2.97
H -9.59 -0.67 -2.72
H -8.99 -2.16 -3.49
C -7.11 4.93 -4.86
C -7.34 3.50 -4.40
O -6.69 3.25 -3.16
P -7.44 3.73 -1.77
O -8.51 2.64 -1.70
O -6.39 3.04 -0.68
C -6.90 2.28 0.42
C -6.73 0.80 0.14
O -6.44 5.11 -1.74
C -6.64 6.04 -0.66
C -5.62 5.82 0.44
H -7.61 5.64 -4.19
H -7.51 5.09 -5.87
H -6.05 5.18 -4.85
H -8.41 3.28 -4.33
H -6.91 2.81 -5.14
H -7.93 2.54 0.63
H -6.31 2.55 1.30
H -7.23 0.51 -0.79
H -7.14 0.21 0.96
H -5.67 0.55 0.02
H -7.66 5.96 -0.27
H -6.51 7.04 -1.08
H -5.88 4.95 1.04
H -5.57 6.68 1.10
H -4.62 5.63 0.02
C 1.06 2.61 10.50
C 1.47 3.77 9.61
O 1.74 3.33 8.29
P 0.47 3.10 7.26
O 0.14 4.57 6.96
O 1.32 2.80 5.87
C 0.98 3.46 4.65
C 1.95 4.58 4.36
O 0.56 1.43 7.58
C -0.41 0.60 6.92
C 0.19 -0.05 5.68
H 0.09 2.21 10.19
H 0.97 2.93 11.54
H 1.78 1.80 10.44
H 0.71 4.55 9.61
H 2.39 4.22 10.00
H -0.05 3.82 4.67
H 1.04 2.72 3.85
H 1.99 5.30 5.19
H 1.68 5.11 3.45
H 2.97 4.19 4.25
H -1.31 1.17 6.67
H -0.70 -0.18 7.63
H 0.24 0.66 4.86
H -0.43 -0.89 5.35
H 1.20 -0.40 5.87
C 6.98 -4.78 -4.29
C 7.08 -3.57 -3.38
O 8.23 -2.79 -3.69
P 8.15 -1.73 -4.95
O 7.30 -0.65 -4.29
O 9.62 -0.99 -4.75
C 9.71 0.44 -4.78
C 9.84 0.98 -3.37
O 8.96 -2.88 -5.92
C 9.19 -2.52 -7.29
C 10.61 -2.01 -7.48
H 6.78 -4.47 -5.32
H 6.16 -5.44 -3.98
H 7.91 -5.34 -4.29
H 6.18 -2.95 -3.45
H 7.18 -3.90 -2.35
H 8.86 0.88 -5.31
H 10.61 0.69 -5.35
H 9.01 0.68 -2.74
H 9.89 2.08 -3.38
H 10.75 0.60 -2.90
H 8.46 -1.78 -7.63
H 9.05 -3.43 -7.89
H 10.71 -0.99 -7.13
H 10.89 -2.02 -8.54
H 11.32 -2.62 -6.92
```

## Properties
SMILES string   [H]/N=C(/C)CCOCCNCC(C)C.CCOP(=O)(OCC)OCC.CCOP(=O)(OCC)OCC.CCOP(=O)(OCC)OCC.CCOP(=O)(OCC)OCC
Relative energy (zero: lowest compared OMol25 entry of this formula, charge and spin)   13.633 eV
Multiplicity   1
Total energy   -111527.500 eV

Sequential Kohn-Sham gap output: 0.3050, 0.3211, 0.2577 Eh